{
  "formula": "C3H4OS",
  "method": "the ωB97M-V functional and the def2-TZVPD basis",
  "energy_ev": -16051.9826,
  "relative_energy_kcal_mol": 141.3,
  "orbital_gap_ev": [8.788, 8.721],
  "spin_multiplicity": 1,
  "species": ["C", "C", "C", "O", "S", "H", "H", "H", "H"],
  "coordinates": [[1.347583, 1.055045, -0.211234], [0.712946, 0.538346, 0.780499], [-1.346076, -0.796348, 0.402122], [-2.153252, -2.080027, -1.506541], [-0.991751, -1.316241, -1.062413], [2.174849, 1.723059, -0.011271], [1.130861, 0.970145, -1.337243], [1.037582, 0.381601, 1.774550], [-1.912743, -0.475580, 1.171531]],
  "atomic_forces_ev_per_a": [[0.1, 0.7, -3.0], [-2.8, -2.6, -0.6], [6.3, 1.7, -2.5], [-0.3, -0.8, -1.6], [-1.3, 0.2, 2.5], [0.4, -0.1, 0.2], [-0.1, 0.1, 2.0], [-0.2, 0.2, 1.0], [-2.1, 0.4, 2.1]],
  "lowdin_charge": [-0.117, -0.016, -0.219, -0.582, 0.810, 0.052, 0.080, 0.029, -0.038]
}